<a>
Here is 2 unconnected molecules or ions with the total composition C4H3F2N from the Open Molecules 2025 dataset. Energies are from wB97M-V/def2-TZVPD.

```
! wB97M-V def2-TZVPD RIJCOSX def2/J DEFGRID3
* xyz 0 1
C -0.622 -1.722 -0.049
C 0.561 0.090 -1.479
C -0.013 -0.517 -0.442
C -0.078 0.827 1.176
N -1.192 -2.609 0.396
F -0.835 1.726 0.646
F 1.188 1.253 1.334
H 0.733 1.076 -1.286
H 0.813 -0.380 -2.326
H -0.555 0.256 2.030
*
```

HOMO ... -10.0 eV
Molecular weight ... 103.071 g/mol

Taken from the Löwdin analysis, the atomic charges in e are: -0.25, 0.07, -0.11, -0.27, 0.15, 0.10, 0.07, 0.04, 0.03, 0.16

---

<b>
Here is a single C4H3F2N molecule from the Open Molecules 2025 dataset. Energies are from wB97M-V/def2-TZVPD.

```
! wB97M-V def2-TZVPD RIJCOSX def2/J DEFGRID3
* xyz 0 1
C 1.574 -0.373 0.465
C 0.563 0.665 0.306
C -0.738 0.504 -0.001
C -1.452 -0.730 -0.019
H 2.107 -0.531 1.458
H 1.146 -1.411 0.414
H 0.868 1.685 0.256
N -2.049 -1.722 -0.098
F 2.569 -0.269 -0.535
F -1.398 1.593 -0.126
*
```

Structure (SMILES) ... N#C/C(F)=C\CF
HOMO ... -10.6 eV
Molecular weight ... 103.071 g/mol

Taken from the Löwdin analysis, the atomic charges in e are: -0.20, 0.01, -0.34, -0.12, 0.14, 0.12, 0.12, 0.19, -0.06, 0.13

---

The data favor <b>; the next most stable structure lies 0.0619 hartree above it.

---

<a>
Here is a single C4H4FNS2 molecule from the Open Molecules 2025 dataset. Energies are from wB97M-V/def2-TZVPD.

```
! wB97M-V def2-TZVPD RIJCOSX def2/J DEFGRID3
* xyz 0 1
C 0.902 1.071 -0.202
C -0.624 0.816 -0.074
C -0.975 -0.637 0.289
C -2.106 -1.149 -0.008
H 3.629 -0.902 -0.338
H 1.357 2.037 -0.384
H -0.142 -1.283 0.776
H -2.135 -2.154 0.158
N 1.616 0.070 -0.115
F -3.106 -0.348 -0.239
S 3.254 0.354 0.037
S -1.669 2.123 0.099
*
```

Structure (SMILES) ... F/C=C\C(=S)/C=N/S
HOMO ... -8.8 eV
Molecular weight ... 149.215 g/mol

Taken from the Löwdin analysis, the atomic charges in e are: -0.35, -0.63, -0.12, -0.21, -0.12, 0.09, 0.14, 0.09, -0.42, 0.04, 0.77, 0.71

---

<b>
Here is a single C4H4FNS2 molecule from the Open Molecules 2025 dataset. Energies are from wB97M-V/def2-TZVPD.

```
! wB97M-V def2-TZVPD RIJCOSX def2/J DEFGRID3
* xyz 0 1
C -0.758 -0.118 0.131
C -0.026 -1.412 0.130
C -0.050 -0.562 -1.114
C -0.086 1.074 0.762
H -0.660 -2.303 0.092
H 0.863 -1.472 0.703
H -0.622 -0.879 -1.998
H 1.697 2.061 0.368
N 1.031 1.340 0.070
F -2.114 -0.129 0.201
S 1.335 0.520 -1.428
S -0.610 1.880 2.084
*
```

Structure (SMILES) ... F[C@@]12C[C@@H]1SNC2=S
HOMO ... -8.4 eV
Molecular weight ... 149.215 g/mol

Taken from the Löwdin analysis, the atomic charges in e are: -0.51, -0.04, -0.46, -0.86, 0.13, 0.11, 0.13, 0.11, -0.30, 0.06, 0.94, 0.67

---

The data favor <b>; the next most stable structure lies 0.0722 hartree above it.

---

<a>
Here is a single C18H25N5O3 molecule from the Open Molecules 2025 dataset. Energies are from wB97M-V/def2-TZVPD.

```
! wB97M-V def2-TZVPD RIJCOSX def2/J DEFGRID3
* xyz 0 1
C 2.380 2.671 -0.650
C 1.524 1.832 -1.530
C 1.817 0.794 -2.361
C 0.587 0.375 -2.927
C -0.372 1.187 -2.403
O 0.194 2.076 -1.553
C -1.858 1.192 -2.583
N -2.427 -0.038 -2.060
C -3.308 -0.768 -2.935
H -2.901 -0.750 -3.947
H -4.333 -0.352 -2.955
C -3.348 -2.203 -2.425
N -3.876 -2.182 -1.084
C -3.611 -1.211 -0.195
O -3.967 -1.290 0.966
C -2.927 0.060 -0.708
C -1.795 0.365 0.280
H -1.392 1.365 0.133
C -0.693 -0.676 0.151
O -0.858 -1.780 -0.324
N 0.498 -0.253 0.628
H 0.572 0.611 1.150
C 1.646 -1.121 0.696
H 2.543 -0.500 0.645
H 1.617 -1.780 -0.174
C 1.655 -1.974 1.974
H 2.628 -2.459 2.069
H 0.889 -2.744 1.893
C 1.354 -1.138 3.224
N 2.220 0.003 3.346
C 3.404 0.070 3.981
C 3.877 1.353 3.821
C 2.894 1.992 3.059
N 1.903 1.164 2.778
H 2.868 3.009 2.719
H 4.788 1.769 4.197
H 3.815 -0.773 4.498
H 1.464 -1.757 4.118
H 0.326 -0.770 3.175
H -2.212 0.298 1.288
H -3.690 0.864 -0.617
H -4.217 -3.048 -0.691
H -3.992 -2.826 -3.052
H -2.328 -2.604 -2.424
H -2.086 1.262 -3.651
H -2.275 2.082 -2.089
H 0.436 -0.424 -3.622
H 2.786 0.379 -2.550
H 2.185 2.445 0.398
H 3.427 2.477 -0.864
H 2.170 3.727 -0.813
*
```

Structure (SMILES) ... Cc1ccc(CN2CCNC(=O)[C@H]2CC(=O)NCCCn2cccn2)o1
HOMO ... -8.0 eV
Molecular weight ... 359.430 g/mol

Taken from the Löwdin analysis, the atomic charges in e are: 0.00, -0.34, -0.03, -0.01, -0.26, 0.06, -0.09, -0.13, -0.17, 0.12, 0.13, -0.16, 0.09, -0.47, 0.05, -0.21, -0.03, 0.11, -0.47, 0.08, 0.06, 0.10, -0.18, 0.12, 0.12, -0.14, 0.11, 0.11, -0.13, -0.16, -0.07, -0.06, -0.16, 0.06, 0.10, 0.09, 0.12, 0.13, 0.13, 0.13, 0.17, 0.15, 0.12, 0.12, 0.13, 0.13, 0.11, 0.11, 0.05, 0.09, 0.09

---

<b>
Here is a molecular structure, C18H25N5O3 from the Open Molecules 2025 dataset. Energies are from wB97M-V/def2-TZVPD.

```
! wB97M-V def2-TZVPD RIJCOSX def2/J DEFGRID3
* xyz 0 1
C -8.345 -0.768 0.568
C -7.516 0.446 -0.060
H -7.417 0.481 -1.172
H -8.131 1.344 0.194
O -6.337 0.403 0.359
C -5.438 -0.218 0.002
O -5.615 -0.988 -0.827
C -4.079 0.170 0.514
C -3.190 -1.043 0.454
H -3.017 -1.415 -0.506
H -3.620 -1.703 1.129
C -1.858 -0.629 1.003
N -1.171 0.219 0.284
C -0.153 0.476 -0.454
O 0.123 1.373 -1.243
C 0.500 -0.964 -0.529
H 0.932 -1.434 0.382
H -0.171 -1.715 -0.979
C 1.888 -0.696 -1.657
C 3.037 -0.575 -0.712
C 3.616 0.613 -0.797
N 4.666 0.770 0.196
N 5.537 1.848 0.384
C 6.427 1.276 1.268
N 6.407 0.085 1.086
C 5.412 -0.431 0.651
N 4.789 -1.830 0.516
C 3.724 -1.577 -0.237
C 3.072 -3.164 -0.252
H 3.211 -3.461 -1.341
H 2.137 -3.095 -0.064
H 3.748 -3.829 0.082
H 7.303 1.877 1.520
C 3.183 1.758 -1.357
H 3.388 1.803 -2.400
H 3.783 2.920 -0.849
H 2.159 2.026 -1.383
H 1.615 0.070 -1.985
H 1.842 -1.655 -2.193
C -2.124 1.722 0.614
C -3.318 1.268 0.094
H -3.443 1.201 -0.893
H -4.111 2.194 0.083
H -2.136 1.720 1.605
H -1.611 2.459 -0.092
H -1.690 -0.512 2.150
H -1.018 -1.702 1.083
H -4.124 0.263 1.719
H -7.842 -1.580 0.083
H -8.578 -0.661 1.619
H -9.377 -0.751 0.033
*
```

HOMO ... -8.6 eV
Molecular weight ... 359.430 g/mol

Taken from the Löwdin analysis, the atomic charges in e are: -0.02, -0.27, 0.15, 0.14, 0.10, -0.67, 0.20, -0.23, -0.12, 0.12, 0.11, -0.28, -0.01, -0.46, 0.04, 0.01, 0.09, 0.11, 0.02, -0.21, -0.21, 0.03, 0.10, -0.23, 0.06, -0.23, 0.18, -0.24, 0.04, 0.10, -0.03, 0.02, 0.11, -0.04, 0.09, 0.21, 0.05, -0.06, 0.12, 0.05, -0.27, 0.11, 0.20, 0.08, 0.16, 0.16, 0.19, 0.21, 0.06, 0.07, 0.10

---

The data favor <a>; the next most stable structure lies 0.6421 hartree above it.

---

<a>
Here is a single C16H17NO5S molecule from the Open Molecules 2025 dataset. Energies are from wB97M-V/def2-TZVPD.

```
! wB97M-V def2-TZVPD RIJCOSX def2/J DEFGRID3
* xyz 0 1
C -4.420 -2.449 0.252
H -4.527 -2.411 -0.838
O -3.127 -2.075 0.659
C -2.700 -0.810 0.382
C -1.420 -0.493 0.843
C -0.883 0.758 0.615
C -1.627 1.728 -0.090
C -2.890 1.403 -0.543
C -3.430 0.143 -0.311
H -4.421 -0.066 -0.680
H -3.484 2.123 -1.083
O -1.008 2.939 -0.261
C -1.652 3.914 -1.042
H -1.852 3.549 -2.054
H -2.588 4.245 -0.581
H -0.958 4.752 -1.093
N 0.395 1.144 1.030
C 1.304 0.435 1.737
O 1.133 -0.667 2.214
C 2.632 1.155 1.834
H 3.323 0.617 2.475
H 2.540 2.194 2.135
S 3.314 1.153 0.128
O 4.730 1.382 0.198
O 2.521 2.081 -0.639
C 2.983 -0.519 -0.416
C 1.850 -0.785 -1.158
C 1.546 -2.099 -1.471
C 2.377 -3.121 -1.041
C 3.519 -2.838 -0.308
C 3.824 -1.527 0.013
H 4.704 -1.269 0.582
H 4.165 -3.638 0.021
H 2.134 -4.145 -1.279
H 0.658 -2.324 -2.042
H 1.227 0.035 -1.482
H 0.700 2.017 0.610
H -0.858 -1.237 1.381
H -5.187 -1.818 0.713
H -4.549 -3.476 0.589
*
```

Structure (SMILES) ... COc1ccc(OC)c(NC(=O)CS(=O)(=O)c2ccccc2)c1
HOMO ... -8.0 eV
Molecular weight ... 335.381 g/mol

Taken from the Löwdin analysis, the atomic charges in e are: -0.09, 0.09, -0.08, -0.27, 0.08, -0.14, -0.21, -0.02, -0.03, 0.10, 0.11, -0.10, -0.08, 0.10, 0.10, 0.10, 0.15, -0.53, 0.09, -0.10, 0.11, 0.12, 0.71, -0.30, -0.31, -0.29, -0.06, -0.05, -0.06, -0.06, -0.05, 0.12, 0.11, 0.11, 0.11, 0.11, 0.12, 0.12, 0.10, 0.09

---

<b>
Here is a single C16H17NO5S molecule from the Open Molecules 2025 dataset. Energies are from wB97M-V/def2-TZVPD.

```
! wB97M-V def2-TZVPD RIJCOSX def2/J DEFGRID3
* xyz 0 1
C 0.628 1.800 0.212
N 1.296 0.521 0.269
C 0.735 -0.579 -0.271
O 1.205 -1.702 -0.204
C -0.541 -0.393 -1.040
C -1.680 -1.021 -0.679
C -2.839 -0.954 -1.516
C -4.061 -1.555 -1.198
C -5.128 -1.459 -2.061
C -4.999 -0.760 -3.260
C -3.806 -0.158 -3.597
C -2.721 -0.251 -2.726
O -1.566 0.355 -3.088
C -0.447 0.332 -2.311
O 0.535 0.911 -2.706
H -3.686 0.386 -4.520
H -5.840 -0.690 -3.932
H -6.069 -1.925 -1.812
H -4.148 -2.095 -0.267
H -1.729 -1.570 0.250
C 2.640 0.407 0.864
C 2.608 -0.624 1.986
H 3.599 -0.850 2.365
H 2.082 -1.531 1.712
S 1.729 0.278 3.288
O 0.321 0.338 3.005
O 2.117 -0.164 4.598
C 2.493 1.902 2.911
C 3.120 1.716 1.536
H 4.201 1.623 1.646
H 2.938 2.570 0.885
H 1.717 2.659 2.953
H 3.224 2.090 3.690
C 3.623 0.022 -0.248
H 3.610 0.778 -1.029
H 4.632 -0.072 0.143
H 3.330 -0.929 -0.683
H 1.109 2.465 -0.510
H 0.597 2.257 1.198
H -0.403 1.650 -0.099
*
```

Structure (SMILES) ... CN(C(=O)c1cc2ccccc2oc1=O)[C@@]1(C)CCS(=O)(=O)C1
HOMO ... -9.1 eV
Molecular weight ... 335.381 g/mol

Taken from the Löwdin analysis, the atomic charges in e are: -0.02, -0.02, -0.42, 0.08, -0.05, 0.09, -0.14, -0.02, -0.08, -0.07, 0.01, -0.18, 0.14, -0.40, 0.13, 0.12, 0.11, 0.10, 0.12, 0.14, -0.49, -0.13, 0.12, 0.11, 0.69, -0.30, -0.32, -0.19, -0.16, 0.13, 0.12, 0.10, 0.10, 0.00, 0.10, 0.09, 0.08, 0.11, 0.08, 0.10

---

The data favor <b>; the next most stable structure lies 0.0305 hartree above it.